1.
The following is a quantum chemistry calculation of a molecular structure, C9H21O10V, from the OMol25 dataset.

Structure (ORCA input):
```
! RIJCOSX wB97M-V def2-TZVPD def2/J DEFGRID3
* xyz 0 3
V -8.70 -23.92 -7.67
O -9.05 -25.17 -9.11
H -9.01 -25.61 -9.94
O -7.29 -24.97 -6.80
H -6.84 -25.40 -6.10
O -9.95 -22.49 -8.16
H -10.49 -21.94 -8.68
C -7.41 -23.00 -3.39
O -7.43 -21.72 -3.95
C -7.80 -21.59 -5.21
O -8.26 -22.43 -5.93
O -7.67 -20.32 -5.54
C -8.05 -19.96 -6.87
H -6.94 -23.73 -4.07
H -8.40 -23.39 -3.16
H -6.84 -23.06 -2.47
H -7.24 -20.18 -7.57
H -8.23 -18.89 -6.79
H -8.98 -20.44 -7.19
C -5.50 -24.93 -9.41
O -5.69 -23.81 -10.24
C -6.51 -22.89 -9.80
O -7.14 -22.94 -8.78
O -6.58 -21.94 -10.70
C -7.47 -20.89 -10.43
H -6.45 -25.35 -9.06
H -4.91 -24.73 -8.51
H -5.06 -25.74 -10.00
H -6.98 -20.06 -9.93
H -8.36 -21.18 -9.86
H -7.79 -20.44 -11.37
C -12.65 -24.61 -6.07
C -11.23 -24.70 -5.64
O -10.31 -24.52 -6.40
C -11.00 -24.96 -4.18
H -13.16 -23.80 -5.54
H -13.16 -25.56 -5.89
H -12.69 -24.36 -7.13
H -9.95 -25.16 -4.00
H -11.62 -25.74 -3.74
H -11.33 -24.05 -3.67
*
```

Properties
<S²> = 2.0084
E_tot = -55837.0676 eV

***

2.
The following is a quantum chemistry calculation of a molecular structure, C9H22Al2N3O4, from the OMol25 dataset.

Structure (ORCA input):
```
! RIJCOSX wB97M-V def2-TZVPD def2/J DEFGRID3
* xyz 5 1
Al 2.49 -1.39 2.76
Al -0.88 -0.81 3.71
O 0.47 -1.27 2.17
H 0.33 -0.79 1.33
C 1.88 -2.54 0.12
O 2.58 -2.50 1.17
N 1.54 -1.42 -0.58
C 0.68 -1.35 -1.77
C 2.04 -0.14 -0.09
H 1.46 -3.46 -0.32
H 0.20 -2.32 -1.91
H 1.33 -1.19 -2.64
H 0.09 -0.44 -1.81
H 1.24 0.61 -0.10
H 2.51 -0.09 0.89
H 2.79 0.18 -0.81
C 0.08 1.60 -1.82
O -0.68 0.69 -2.10
N 0.41 1.91 -0.57
C 1.03 3.16 -0.20
C -0.22 1.16 0.57
H 0.63 2.26 -2.51
H 1.75 3.47 -0.95
H 1.57 2.90 0.71
H 0.37 4.01 -0.02
H -0.51 1.83 1.38
H -1.05 0.48 0.35
H 0.47 0.44 1.00
C -2.50 0.15 1.51
O -2.11 -0.32 2.59
N -2.09 -0.34 0.34
C -2.64 0.13 -0.91
C -1.13 -1.36 0.22
H -3.28 0.92 1.35
H -1.90 0.26 -1.69
H -3.11 1.11 -0.81
H -3.33 -0.62 -1.30
H -1.55 -2.21 -0.32
H -0.16 -1.02 -0.13
H -0.81 -1.71 1.20
*
```

Properties
E_tot = -35462.7326 eV

***

3.
The following is a quantum chemistry calculation of 2 unconnected molecules or ions with the total composition C9H22BF4NO2, from the OMol25 dataset.

Structure (ORCA input):
```
! RIJCOSX wB97M-V def2-TZVPD def2/J DEFGRID3
* xyz 0 1
C -4.23 -1.05 1.47
C -2.97 -1.73 0.94
O -2.35 -2.55 1.93
C -1.20 -2.00 2.52
C 0.10 -2.41 1.81
C 0.67 -1.32 0.91
C 1.34 -0.18 1.70
C 2.57 0.36 1.01
N 2.22 0.88 -0.35
C 1.64 2.26 -0.34
C 1.60 2.68 -1.78
O 1.11 3.99 -1.86
H -4.58 -1.58 2.35
H -4.09 0.01 1.65
H -5.02 -1.13 0.73
H -3.28 -2.39 0.14
H -2.29 -1.01 0.49
H -1.27 -0.92 2.66
H -1.15 -2.43 3.52
H -0.17 -3.26 1.18
H 0.83 -2.70 2.56
H 1.43 -1.77 0.27
H -0.13 -0.89 0.32
H 0.64 0.62 1.91
H 1.66 -0.54 2.67
H 3.00 1.17 1.58
H 3.27 -0.46 0.87
H 3.07 0.91 -0.91
H 1.56 0.26 -0.84
H 2.21 2.93 0.29
H 0.62 2.17 0.00
H 2.60 2.63 -2.22
H 0.96 1.97 -2.29
H 1.19 4.27 -2.79
B -0.33 0.64 -4.44
F 0.96 1.16 -4.70
F -1.24 1.70 -4.33
F -0.71 -0.24 -5.44
F -0.26 -0.05 -3.18
*
```

Properties
E_tot = -26825.6529 eV

***

4.
The following is a quantum chemistry calculation of 2 unconnected molecules or ions with the total composition C9H22F3N3OPS, from the OMol25 dataset.

Structure (ORCA input):
```
! RIJCOSX wB97M-V def2-TZVPD def2/J DEFGRID3
* xyz 1 1
F 1.94 -5.79 0.85
C 1.86 -4.53 1.28
F 1.12 -4.44 2.38
F 3.07 -4.03 1.49
N 1.23 -3.75 0.17
C -0.18 -4.26 -0.15
C -1.22 -3.75 0.85
N -1.15 -2.33 1.15
C 0.18 -1.85 1.44
C 1.16 -2.23 0.32
P 2.74 -1.26 0.32
S 2.41 0.64 0.50
H 1.79 -3.95 -0.65
H -0.39 -3.86 -1.14
H -0.18 -5.33 -0.23
H -1.14 -4.33 1.76
H -2.18 -3.97 0.43
H -1.55 -1.82 0.38
H 0.52 -2.20 2.40
H 0.17 -0.77 1.47
H 0.67 -1.90 -0.59
H 3.31 -1.58 -0.92
H 3.59 -1.75 1.32
C -1.44 4.59 0.63
C -0.45 4.94 -0.48
C -0.97 4.66 -1.90
O -0.99 3.29 -2.26
C -2.12 2.56 -1.82
N 0.82 4.27 -0.21
H -1.48 3.52 0.81
H -1.14 5.07 1.56
H -2.45 4.94 0.38
H -0.27 6.02 -0.43
H -0.30 5.14 -2.61
H -1.97 5.10 -2.05
H -3.02 3.18 -1.83
H -1.97 2.15 -0.82
H -2.26 1.73 -2.51
H 1.53 4.60 -0.86
H 0.71 3.29 -0.44
*
```

Properties
E_tot = -44476.1911 eV

***

5.
The following is a quantum chemistry calculation of a gas-phase ion, C9H22N4 (charge +2), from the OMol25 dataset.

Structure (ORCA input):
```
! RIJCOSX wB97M-V def2-TZVPD def2/J DEFGRID3
* xyz 2 1
C 0.80 0.57 0.15
C 3.69 1.37 0.78
C 4.03 -1.11 0.47
C 3.12 0.20 -1.60
C -3.40 -0.21 1.55
C -3.81 1.35 -0.54
C -3.19 -1.14 -0.85
C 3.22 0.09 0.02
C -3.07 0.08 0.01
N -0.51 -0.19 0.00
N 1.79 -0.23 0.10
N -0.39 -1.46 -0.18
N -1.58 0.50 -0.03
H 0.57 1.58 0.28
H 4.73 1.26 0.98
H 3.30 2.23 0.32
H 3.17 1.35 1.81
H 3.58 -1.45 1.51
H 5.06 -0.99 0.51
H 3.93 -2.03 -0.15
H 2.71 1.14 -1.83
H 4.10 0.26 -2.00
H 2.54 -0.59 -1.93
H -3.50 0.71 2.12
H -4.42 -0.64 1.47
H -2.65 -0.89 1.97
H -3.79 2.15 0.26
H -4.79 0.83 -0.62
H -3.31 1.63 -1.51
H -4.16 -0.83 -1.27
H -2.35 -1.14 -1.64
H -3.26 -2.08 -0.35
H -1.28 -2.05 -0.17
H 0.66 -1.73 -0.03
H -1.55 1.45 0.37
*
```

Properties
E_tot = -15628.2607 eV

***

6.
The following is a quantum chemistry calculation of 2 unconnected molecules or ions with the total composition C9H22N5O, from the OMol25 dataset.

Structure (ORCA input):
```
! RIJCOSX wB97M-V def2-TZVPD def2/J DEFGRID3
* xyz 1 1
C -1.62 -1.01 -3.39
N -2.38 -0.18 -2.46
C -1.80 1.10 -2.20
N -0.38 1.01 -1.76
C 0.29 2.22 -1.90
N 1.01 2.51 -3.02
N 0.26 3.08 -0.91
C -0.54 2.85 0.31
C -0.60 1.37 0.73
C -0.05 0.50 -0.38
N -0.49 -0.86 -0.22
H -0.69 -1.33 -2.93
H -1.39 -0.50 -4.34
H -2.20 -1.90 -3.61
H -3.30 -0.01 -2.87
H -1.77 1.74 -3.11
H -2.39 1.63 -1.45
H 1.99 2.73 -2.97
H 0.58 2.47 -3.93
H 1.09 3.66 -0.82
H -0.14 3.50 1.08
H -1.54 3.21 0.09
H -0.04 1.19 1.65
H -1.64 1.09 0.92
H 1.05 0.58 -0.34
H -0.29 -1.14 0.73
H 0.05 -1.47 -0.82
C 2.55 -3.54 3.17
C 1.78 -2.28 3.44
O 1.95 -1.27 2.79
C 0.79 -2.32 4.58
H 3.23 -3.39 2.34
H 3.11 -3.83 4.06
H 1.86 -4.36 2.94
H 1.30 -2.58 5.51
H 0.04 -3.10 4.40
H 0.30 -1.36 4.69
*
```

Properties
E_tot = -19181.0027 eV

***

7.
The following is a quantum chemistry calculation of a single C9H22O3Si molecule, from the OMol25 dataset.

Structure (ORCA input):
```
! RIJCOSX wB97M-V def2-TZVPD def2/J DEFGRID3
* xyz 0 1
C 1.48 2.45 2.68
C 0.55 2.82 1.54
C 0.72 1.79 0.42
C -0.29 1.89 -0.73
O -0.14 0.92 -1.76
Si -0.85 -0.54 -1.42
C -2.36 -0.73 -2.47
O -1.41 -0.49 0.15
C -0.99 -1.55 0.97
C -2.16 -2.18 1.68
O 0.21 -1.78 -1.77
C 1.55 -1.61 -2.14
C 2.41 -1.51 -0.89
H 2.56 2.42 2.36
H 1.44 3.11 3.56
H 1.26 1.46 3.05
H -0.50 2.84 1.85
H 0.72 3.84 1.15
H 0.62 0.77 0.83
H 1.75 1.75 0.04
H -1.33 1.78 -0.38
H -0.21 2.89 -1.18
H -2.36 0.06 -3.23
H -2.57 -1.68 -2.92
H -3.18 -0.54 -1.76
H -0.48 -2.29 0.29
H -0.27 -1.16 1.67
H -1.95 -3.09 2.26
H -2.65 -1.51 2.37
H -2.94 -2.49 0.95
H 1.94 -2.44 -2.80
H 1.64 -0.70 -2.73
H 1.95 -0.80 -0.18
H 2.40 -2.47 -0.38
H 3.43 -1.22 -1.10
*
```

Properties
Structure (SMILES) = CCCCO[Si](C)(OCC)OCC
E_tot = -23713.2217 eV

***

8.
The following is a quantum chemistry calculation of a molecular structure, C9H23BN3O9Pd, from the OMol25 dataset.

Structure (ORCA input):
```
! RIJCOSX wB97M-V def2-TZVPD def2/J DEFGRID3
* xyz -3 3
Pd -8.48 14.31 -9.95
B -8.41 16.80 -10.83
H -8.71 17.95 -10.99
H -8.87 16.50 -9.76
H -8.97 16.13 -11.65
H -7.21 16.67 -10.80
C -10.62 14.19 -8.03
O -9.41 14.05 -7.59
O -11.58 13.39 -7.67
O -10.72 14.84 -9.16
C -7.74 11.25 -9.50
O -8.68 12.17 -9.55
O -6.77 11.24 -10.38
O -7.79 10.38 -8.56
C -4.73 14.74 -14.42
O -4.71 13.57 -13.61
C -5.95 12.87 -13.50
C -7.00 13.64 -12.69
N -6.87 13.56 -11.27
C -5.66 14.19 -10.69
C -5.66 14.07 -9.16
O -6.78 14.76 -8.59
C -6.58 15.24 -7.30
H -5.31 14.51 -15.33
H -3.70 14.83 -14.80
H -5.08 15.56 -13.80
H -5.67 11.98 -12.92
H -6.36 12.44 -14.42
H -7.95 13.15 -12.95
H -7.19 14.64 -13.10
H -6.85 12.56 -10.93
H -5.72 15.27 -10.85
H -4.77 13.78 -11.16
H -4.75 14.51 -8.73
H -5.76 12.99 -8.97
H -5.84 16.06 -7.20
H -6.00 14.47 -6.74
H -7.51 15.36 -6.76
C -10.79 12.83 -11.67
O -10.01 13.76 -11.66
N -11.46 12.47 -10.56
N -11.00 12.03 -12.81
H -11.92 11.58 -10.61
H -11.39 12.99 -9.67
H -10.19 11.75 -13.32
H -11.69 11.30 -12.75
*
```

Properties
<S²> = 2.0045
E_tot = -36752.6873 eV

***

9.
The following is a quantum chemistry calculation of a molecular structure, C9H23CrN3O9SZr, from the OMol25 dataset.

Structure (ORCA input):
```
! RIJCOSX wB97M-V def2-TZVPD def2/J DEFGRID3
* xyz 3 4
Cr 16.91 -3.25 4.54
Zr 18.55 -6.82 4.31
O 18.25 -4.77 4.98
H 18.60 -4.42 5.81
O 17.61 -2.09 5.86
H 18.26 -1.82 6.51
S 16.46 -5.76 2.69
O 17.95 -6.03 2.48
O 16.47 -6.61 3.92
O 16.23 -4.39 3.13
O 15.67 -6.22 1.61
C 18.93 -2.23 2.07
O 18.25 -2.59 3.05
N 19.23 -0.98 1.77
C 19.71 -0.63 0.43
C 18.86 0.13 2.65
H 19.40 -2.95 1.39
H 18.91 -0.13 -0.11
H 20.07 -1.53 -0.08
H 20.60 0.00 0.49
H 18.17 -0.22 3.41
H 19.75 0.53 3.15
H 18.39 0.89 2.04
C 21.49 -5.14 3.31
O 20.32 -5.57 3.51
N 22.13 -4.24 4.04
C 21.65 -3.76 5.33
C 23.33 -3.55 3.60
H 22.17 -5.46 2.51
H 21.58 -2.68 5.41
H 22.40 -4.09 6.06
H 20.77 -4.28 5.67
H 23.48 -3.65 2.52
H 23.30 -2.51 3.92
H 24.24 -4.03 3.98
C 16.60 -6.73 7.13
O 17.54 -6.91 6.32
N 16.05 -7.64 7.89
C 14.85 -7.39 8.68
C 16.55 -9.00 7.92
H 16.09 -5.77 7.29
H 14.10 -8.09 8.31
H 14.44 -6.40 8.46
H 14.99 -7.47 9.75
H 17.52 -9.17 7.45
H 16.61 -9.37 8.94
H 15.90 -9.68 7.36
*
```

Properties
<S²> = 3.7968
E_tot = -73116.1337 eV

***

10.
The following is a quantum chemistry calculation of a molecular structure, C9H23GeNO4RuS2Se2Si, from the OMol25 dataset.

Structure (ORCA input):
```
! RIJCOSX wB97M-V def2-TZVPD def2/J DEFGRID3
* xyz -1 2
Ru 0.07 1.00 0.91
O -1.12 -0.75 1.52
S -2.26 0.13 1.05
O -3.55 -0.49 1.17
O -1.86 0.48 -0.35
O -2.11 1.41 1.83
S 0.43 -1.37 -2.71
C 0.83 -0.30 -1.58
N 1.21 0.51 -0.80
C -4.35 2.66 -0.87
Ge -3.05 2.37 -2.30
C -3.20 0.77 -3.39
C -3.50 3.81 -3.61
C -1.20 2.98 -1.87
Se -0.84 3.31 0.02
C 0.84 4.23 -0.35
H -5.27 3.06 -1.31
H -3.97 3.37 -0.15
H -4.57 1.72 -0.35
H -4.25 0.63 -3.65
H -2.85 -0.11 -2.84
H -2.61 0.88 -4.30
H -4.52 3.68 -4.00
H -2.82 3.78 -4.47
H -3.44 4.81 -3.16
H -1.02 3.92 -2.38
H -0.46 2.24 -2.18
H 0.65 5.12 -0.95
H 1.46 3.53 -0.87
H 1.29 4.50 0.60
C 4.17 4.00 1.98
Si 3.86 2.21 1.50
C 5.10 1.12 2.38
C 4.02 1.93 -0.33
Se 1.80 1.68 2.37
H 5.23 4.18 2.16
H 3.61 4.23 2.89
H 3.83 4.69 1.20
H 6.13 1.48 2.23
H 5.04 0.10 1.99
H 4.89 1.09 3.45
H 5.03 2.18 -0.69
H 3.31 2.53 -0.89
H 3.81 0.89 -0.56
*
```

Properties
<S²> = 0.7677
E_tot = -238728.4240 eV

***

11.
The following is a quantum chemistry calculation of a molecular structure, C9H24BaFO9RbS3, from the OMol25 dataset.

Structure (ORCA input):
```
! RIJCOSX wB97M-V def2-TZVPD def2/J DEFGRID3
* xyz 2 1
Rb 0.64 -0.27 -4.13
Ba 2.89 0.95 -1.17
F 0.43 0.03 -1.28
O 3.00 -1.72 0.13
S 2.65 -3.11 0.29
O 3.56 -4.12 -0.09
O 2.29 -3.24 1.80
C 2.13 -4.61 2.36
C 0.97 -4.59 3.32
C 1.12 -3.40 -0.54
H 3.07 -4.88 2.81
H 1.90 -5.29 1.55
H 0.74 -5.64 3.55
H 0.09 -4.15 2.86
H 1.19 -4.08 4.25
H 0.31 -2.81 -0.14
H 0.92 -4.47 -0.51
H 1.32 -3.12 -1.57
O 1.68 1.63 1.26
S 0.97 1.38 2.50
O 1.52 1.86 3.71
O -0.44 2.01 2.36
C -1.14 1.84 1.10
C -2.52 2.44 1.23
C 0.62 -0.33 2.68
H -1.11 0.81 0.74
H -0.66 2.42 0.31
H -3.29 1.87 1.75
H -2.89 2.73 0.25
H -2.40 3.40 1.74
H -0.04 -0.35 3.55
H 1.53 -0.90 2.84
H 0.09 -0.70 1.81
O -3.70 2.47 -4.02
S -2.48 1.92 -3.58
O -1.54 1.34 -4.51
O -1.72 2.96 -2.66
C -0.34 3.28 -2.94
C 0.07 4.43 -2.08
C -2.92 0.67 -2.41
H -0.20 3.51 -3.99
H 0.24 2.35 -2.80
H 1.09 4.75 -2.34
H 0.08 4.20 -1.01
H -0.59 5.27 -2.24
H -3.51 1.15 -1.63
H -2.03 0.12 -2.12
H -3.55 0.01 -3.01
*
```

Properties
E_tot = -64709.4356 eV

***

12.
The following is a quantum chemistry calculation of a molecular structure, C9H24BrLiO3, from the OMol25 dataset.

Structure (ORCA input):
```
! RIJCOSX wB97M-V def2-TZVPD def2/J DEFGRID3
* xyz 0 1
Li 1.19 1.06 -2.53
Br 0.84 1.03 -0.81
C -2.09 1.84 1.71
C -1.43 2.04 0.37
C -2.06 3.28 -0.30
O -0.11 2.44 0.61
H -1.42 1.46 2.49
H -2.90 1.11 1.65
H -2.50 2.77 2.10
H -1.51 1.13 -0.24
H -3.15 3.29 -0.26
H -1.66 3.40 -1.31
H -1.75 4.22 0.16
H 0.47 1.86 0.12
C 0.27 -1.65 0.64
C -1.12 -1.20 0.44
C -1.57 -0.25 1.53
O -1.22 -0.49 -0.80
H 0.96 -0.81 0.53
H 0.66 -2.35 -0.10
H 0.39 -2.06 1.64
H -1.82 -2.01 0.28
H -0.86 0.58 1.54
H -1.54 -0.82 2.46
H -2.57 0.14 1.38
H -0.41 0.02 -0.76
C 1.16 -1.61 -1.60
C 2.26 -1.50 -0.56
C 3.41 -2.42 -1.03
O 2.69 -0.16 -0.58
H 1.45 -1.41 -2.63
H 0.31 -0.99 -1.33
H 0.71 -2.60 -1.65
H 1.87 -1.70 0.43
H 3.79 -2.21 -2.03
H 3.09 -3.46 -1.00
H 4.18 -2.46 -0.26
H 2.00 0.45 -0.30
*
```

Properties
E_tot = -86093.4113 eV

***

Please write out number 1 again, unchanged.
The following is a quantum chemistry calculation of a molecular structure, C9H21O10V, from the OMol25 dataset.

Structure (ORCA input):
```
! RIJCOSX wB97M-V def2-TZVPD def2/J DEFGRID3
* xyz 0 3
V -8.70 -23.92 -7.67
O -9.05 -25.17 -9.11
H -9.01 -25.61 -9.94
O -7.29 -24.97 -6.80
H -6.84 -25.40 -6.10
O -9.95 -22.49 -8.16
H -10.49 -21.94 -8.68
C -7.41 -23.00 -3.39
O -7.43 -21.72 -3.95
C -7.80 -21.59 -5.21
O -8.26 -22.43 -5.93
O -7.67 -20.32 -5.54
C -8.05 -19.96 -6.87
H -6.94 -23.73 -4.07
H -8.40 -23.39 -3.16
H -6.84 -23.06 -2.47
H -7.24 -20.18 -7.57
H -8.23 -18.89 -6.79
H -8.98 -20.44 -7.19
C -5.50 -24.93 -9.41
O -5.69 -23.81 -10.24
C -6.51 -22.89 -9.80
O -7.14 -22.94 -8.78
O -6.58 -21.94 -10.70
C -7.47 -20.89 -10.43
H -6.45 -25.35 -9.06
H -4.91 -24.73 -8.51
H -5.06 -25.74 -10.00
H -6.98 -20.06 -9.93
H -8.36 -21.18 -9.86
H -7.79 -20.44 -11.37
C -12.65 -24.61 -6.07
C -11.23 -24.70 -5.64
O -10.31 -24.52 -6.40
C -11.00 -24.96 -4.18
H -13.16 -23.80 -5.54
H -13.16 -25.56 -5.89
H -12.69 -24.36 -7.13
H -9.95 -25.16 -4.00
H -11.62 -25.74 -3.74
H -11.33 -24.05 -3.67
*
```

Properties
<S²> = 2.0084
E_tot = -55837.0676 eV

***

Question: The lowest E_tot belongs to which entry?
Answer: C9H23GeNO4RuS2Se2Si

***

Please write out number 7 again, unchanged.
The following is a quantum chemistry calculation of a single C9H22O3Si molecule, from the OMol25 dataset.

Structure (ORCA input):
```
! RIJCOSX wB97M-V def2-TZVPD def2/J DEFGRID3
* xyz 0 1
C 1.48 2.45 2.68
C 0.55 2.82 1.54
C 0.72 1.79 0.42
C -0.29 1.89 -0.73
O -0.14 0.92 -1.76
Si -0.85 -0.54 -1.42
C -2.36 -0.73 -2.47
O -1.41 -0.49 0.15
C -0.99 -1.55 0.97
C -2.16 -2.18 1.68
O 0.21 -1.78 -1.77
C 1.55 -1.61 -2.14
C 2.41 -1.51 -0.89
H 2.56 2.42 2.36
H 1.44 3.11 3.56
H 1.26 1.46 3.05
H -0.50 2.84 1.85
H 0.72 3.84 1.15
H 0.62 0.77 0.83
H 1.75 1.75 0.04
H -1.33 1.78 -0.38
H -0.21 2.89 -1.18
H -2.36 0.06 -3.23
H -2.57 -1.68 -2.92
H -3.18 -0.54 -1.76
H -0.48 -2.29 0.29
H -0.27 -1.16 1.67
H -1.95 -3.09 2.26
H -2.65 -1.51 2.37
H -2.94 -2.49 0.95
H 1.94 -2.44 -2.80
H 1.64 -0.70 -2.73
H 1.95 -0.80 -0.18
H 2.40 -2.47 -0.38
H 3.43 -1.22 -1.10
*
```

Properties
Structure (SMILES) = CCCCO[Si](C)(OCC)OCC
E_tot = -23713.2217 eV